(1)
ORCA calculation (wB97M-V/def2-TZVPD) on 4 unconnected molecules or ions with the total composition C12H24O12.

ORCA input file:
```
! RIJCOSX wB97M-V def2-TZVPD def2/J DEFGRID3
* xyz 0 1
C 1.7615 5.1783 4.6963
O 1.5116 0.5019 -1.6454
H -3.8689 -3.0172 0.8301
C 0.6415 0.5455 -0.7864
H -1.2842 -1.7485 -1.5511
C 5.9569 2.9120 3.8946
C 0.2051 -5.5106 -2.5733
H -5.5367 -2.2728 0.4382
O -0.0989 -4.1825 -2.9317
H 5.7643 1.9348 4.1173
H 0.3464 -6.3510 -3.2073
H -3.6367 2.3165 0.5846
C -1.1278 -3.9395 -3.7095
C 3.7733 4.0675 4.2391
H -2.3241 2.4028 -0.6034
H 1.3031 -5.5399 -2.3662
O -3.0663 0.6977 -0.4029
C -2.6800 1.9009 0.2899
H -2.5408 -3.4704 -5.7202
C -3.5879 -0.2608 0.2748
H -1.3296 -2.1301 -5.9636
H -1.7885 1.7671 1.1244
O -3.8939 -1.3404 -0.4592
O -3.8483 -0.1204 1.4575
O -0.2419 -0.4208 -0.6035
C -4.4026 -2.5490 0.1037
H 1.7870 3.0342 -0.1687
H 0.2402 -2.3739 -0.9087
C -0.2741 -1.5524 -1.4308
C 1.7924 2.1605 0.4758
H 7.0730 3.1371 4.1686
O -2.0148 -4.9247 -3.9285
C -2.1373 -2.5048 -5.3058
H 0.0288 -1.4826 -2.5075
H 1.6070 2.7940 1.2978
H 5.5180 2.8498 2.8769
H 2.8405 1.8194 0.6134
H 1.6904 5.7431 3.8177
O 0.6417 1.3578 0.1887
O 5.1333 3.8260 4.6140
H -0.4829 -5.8580 -2.0174
H 1.4480 5.6683 5.6249
H -4.5648 -3.4543 -0.4984
O 3.2528 5.0597 4.8862
O 3.1953 3.4451 3.2891
H 1.3059 4.1733 4.6183
O -1.3377 -2.7456 -4.1112
H -2.7494 -1.5432 -5.1210
*
```

Calculated values
Frontier orbital gap: 0.3948 Eh
SMILES string: COC(=O)OC.COC(=O)OC.COC(=O)OC.COC(=O)OC
Energy above the lowest of the compared OMol25 structures with the same formula, charge and spin: 146.88 kcal/mol
HOMO level: -10.139 eV

Here are the natural (NBO) charges for atoms 1 to 4, given in e: number 1, C, carries -0.24; number 2, O, carries -0.66; number 3, H, carries 0.19; number 4, C, carries 0.99

(2)
ORCA calculation (wB97M-V/def2-TZVPD) on 4 unconnected molecules or ions with the total composition C12H24O12.

ORCA input file:
```
! RIJCOSX wB97M-V def2-TZVPD def2/J DEFGRID3
* xyz 0 1
H 2.4576 -3.4654 -1.0730
H -1.7721 -3.2385 -2.7170
C -4.6833 -0.6473 -4.1153
O -0.2039 1.0321 -0.9017
O -5.1363 -1.7997 -3.4064
H -1.6528 0.1885 -2.0717
H 2.0315 2.6504 2.0505
H -3.9082 -0.9411 -4.8207
H -2.8302 -4.6434 -2.4503
C 2.4645 4.9043 5.0665
O 1.3516 -5.2184 -2.2332
H -0.7894 -0.9612 -1.0160
O 5.3412 5.3473 3.1867
H 2.6531 3.8767 5.3784
C -1.2261 0.0320 -1.0879
H -4.2797 0.1007 -3.4371
O -3.9847 -1.1912 -1.5587
H -6.0634 -3.7009 0.1606
H -2.0641 -3.7548 -1.0678
H -5.1007 -2.2760 0.3129
C -5.1721 -3.2211 -0.2313
H 2.5216 1.0138 1.7030
H 1.5598 -2.4218 0.0140
H 1.6024 4.9092 4.3978
C 2.3471 1.9849 1.2439
O 4.0857 3.4982 3.4596
C -1.9557 -4.1137 -2.0902
C 4.3224 4.6548 3.6827
H -4.2654 -3.8029 -0.1011
O 0.3464 -3.4515 -1.2407
O 1.4223 1.9369 0.1750
C 1.5927 -2.8130 -1.0006
H -5.5413 -0.2324 -4.6371
H 3.3036 2.3800 0.9060
H 2.2252 5.4862 5.9520
H -1.9996 0.2027 -0.3443
O 0.7083 -0.1104 0.8122
H 6.7165 5.3600 1.6564
O 3.5876 5.4757 4.4296
O -5.3722 -2.9762 -1.6232
H 6.7191 3.8887 2.7053
C 0.3719 -4.6071 -1.9266
H 5.4554 4.0763 1.5610
C -4.7634 -1.9118 -2.1284
O -0.8647 -5.0343 -2.1933
C 0.6401 0.8569 0.1035
C 6.1152 4.6557 2.2111
H 1.6865 -1.9781 -1.6949
*
```

Calculated values
Frontier orbital gap: 0.4168 Eh
SMILES string: COC(=O)OC.COC(=O)OC.COC(=O)OC.COC(=O)OC
Energy above the lowest of the compared OMol25 structures with the same formula, charge and spin: 10.23 kcal/mol
HOMO level: -10.749 eV

Here are the natural (NBO) charges for atoms 1 to 4, given in e: number 1, H, carries 0.21; number 2, H, carries 0.19; number 3, C, carries -0.26; number 4, O, carries -0.50

(3)
ORCA calculation (wB97M-V/def2-TZVPD) on C12H24O4S2 in the gas phase.

ORCA input file:
```
! RIJCOSX wB97M-V def2-TZVPD def2/J DEFGRID3
* xyz 0 1
H -3.6683 -1.1530 1.8165
H 0.0043 3.1930 -1.8202
C -1.7433 -1.6774 -0.0790
C 2.6707 -1.6447 0.4274
O 3.7627 -1.3137 -2.0344
H -3.2209 0.9086 -0.2381
C 2.6076 0.7716 0.8599
C -0.1883 2.2788 -1.2523
C -1.7027 2.0639 -1.1903
C 0.4427 2.3946 0.1280
O 0.3842 0.7316 2.2049
H -1.6907 0.8874 0.6153
C 3.2339 0.8612 -0.5010
H 1.3840 2.9374 0.1015
H -0.7911 -0.4029 -1.4906
H -2.8818 -3.3047 0.7088
C -3.0798 -2.3883 0.1462
H 1.6652 -2.0342 0.5427
H -2.1592 2.9552 -0.7504
H -3.4973 -2.6831 -0.8195
H 2.8605 1.5937 1.5328
S 2.7586 -0.7650 -1.1724
H -1.3435 -1.3477 0.8829
H 4.3198 0.9085 -0.4620
H -1.0469 -2.4136 -0.4884
C 3.0137 -0.5845 1.4620
C -2.1409 0.8437 -0.3781
H -2.0821 1.9692 -2.2099
C -1.7808 -0.4862 -1.0433
H 2.8314 1.6381 -1.1416
H -0.2237 2.8735 0.8431
H 0.2819 1.4509 -1.7859
H -4.9539 -2.1902 1.1945
H 2.4463 -0.7464 2.3899
C -4.1088 -1.5654 0.9119
H 3.4105 -2.4382 0.4204
O 1.4319 -0.6335 -1.7171
S 0.7369 0.6830 0.7785
O 4.4005 -0.6563 1.7096
H 4.6294 -0.0740 2.4420
H -4.4862 -0.7471 0.3060
H -2.4863 -0.6938 -1.8504
*
```

Calculated values
Frontier orbital gap: 0.3474 Eh
Energy above the lowest of the compared OMol25 structures with the same formula, charge and spin: 8.81 kcal/mol
HOMO level: -9.161 eV

Here are the natural (NBO) charges for atoms 1 to 4, given in e: number 1, H, carries 0.20; number 2, H, carries 0.21; number 3, C, carries -0.39; number 4, C, carries -0.69

(4)
ORCA calculation (wB97M-V/def2-TZVPD) on a molecular structure, C12H24O5Si.

ORCA input file:
```
! RIJCOSX wB97M-V def2-TZVPD def2/J DEFGRID3
* xyz 0 1
C 3.5826 0.9163 -3.1697
C -0.7839 -0.1560 -0.6189
H -3.9980 -3.8888 4.9213
H 0.0364 4.9597 -1.3764
H 2.6261 -2.8296 0.9537
C -2.3899 -3.4075 3.7149
C -1.9097 -2.5431 2.6385
C -0.5974 2.9468 -1.5698
C -0.9133 4.4109 -1.4276
Si 0.7568 0.9066 -0.5911
C 2.0220 -1.9080 1.1609
H -1.5299 4.8509 -2.2346
H 3.2568 0.3773 -4.0774
H 1.9225 2.3075 -3.2242
H -1.7356 -4.1970 4.0453
H -0.7050 -0.3943 1.5370
H -4.3237 -2.5002 3.7974
H 3.9367 0.1724 -2.4579
H 2.7806 2.2578 -1.6853
H -2.0938 -2.2690 0.2877
C -2.4956 -1.3490 0.7642
H 2.1820 -1.6631 2.1974
C -1.4608 -0.2230 0.7532
O 0.2069 2.4700 -0.5026
C -3.6461 -3.2909 4.1183
H -1.5360 2.3648 -1.5308
H -1.4472 0.1983 -1.3882
H -0.4425 -1.1297 -0.9610
O 1.5282 0.7155 -2.0116
C 2.4296 1.6742 -2.5354
H 2.1018 -0.9985 -0.7895
O 1.7976 0.4461 0.6047
H -0.0671 2.7238 -2.5345
H -1.4336 4.6039 -0.4796
H 0.9800 -2.2107 1.0531
H 3.5333 -0.5951 0.2377
C 2.4447 -0.7584 0.2408
O -0.7406 -2.5545 2.3063
O -2.9053 -1.7453 2.0560
H 4.4065 1.5990 -3.3443
H -1.9929 0.7273 0.9545
H -3.3831 -1.0172 0.1678
*
```

Calculated values
Frontier orbital gap: 0.3807 Eh
Energy above the lowest of the compared OMol25 structures with the same formula, charge and spin: 0.00 kcal/mol
HOMO level: -9.861 eV

Here are the natural (NBO) charges for atoms 1 to 4, given in e: number 1, C, carries -0.62; number 2, C, carries -0.95; number 3, H, carries 0.19; number 4, H, carries 0.21

(5)
ORCA calculation (wB97M-V/def2-TZVPD) on a molecular structure, C12H24O6Sr.

ORCA input file:
```
! RIJCOSX wB97M-V def2-TZVPD def2/J DEFGRID3
* xyz 2 1
C 3.0458 -1.1454 -0.4972
H 2.3067 -2.9671 0.4295
C 1.9245 -0.8324 2.6273
C 0.9275 2.0364 -2.3502
H 0.5529 0.9073 -4.1505
O 2.4321 -0.1209 0.3165
H -0.7899 2.2680 3.5863
H -1.2607 -0.1108 3.1981
H 2.6622 -3.1067 -1.2831
C -0.3405 3.1858 0.9818
H 1.7050 2.9971 0.2562
H -1.3200 3.4568 0.5909
C -0.2264 0.2223 3.2812
H -0.7200 -2.7361 -1.9609
C 0.3382 -2.5173 -2.1027
Sr -0.0504 -0.0235 0.0066
H 0.9022 3.0333 -2.7942
H 2.7649 1.0414 1.9464
H 3.1263 -0.7167 -1.4956
O 0.3439 2.0858 -1.0244
H 3.8532 -0.3383 1.8298
H -0.9089 1.4636 -3.3306
H 0.0098 -1.5967 -4.0104
C 0.6950 3.1664 -0.1263
H 2.0927 -1.9026 2.5137
C 2.2524 -2.4394 -0.5219
C 0.0954 1.0728 -3.1747
O -0.4651 1.8629 1.5690
H 0.9085 2.0703 3.1120
C -0.1069 1.6965 2.9544
O 0.8547 -2.1998 -0.7877
C 0.5266 -1.3709 -3.0753
C 2.8160 -0.0201 1.7056
O -0.0417 -0.1914 -2.4729
H 0.8132 -3.4248 -2.4762
H -0.0671 3.9085 1.7508
H 0.1013 0.0237 4.3019
H 4.0582 -1.3472 -0.1411
H 1.9694 1.7156 -2.2687
O 0.5272 -0.5978 2.3566
H 1.5823 -1.1904 -3.2958
H 2.1448 -0.5809 3.6669
H 0.6813 4.1108 -0.6736
*
```

Calculated values
Frontier orbital gap: 0.4198 Eh
Energy above the lowest of the compared OMol25 structures with the same formula, charge and spin: 6.37 kcal/mol
HOMO level: -17.032 eV

Here are the natural (NBO) charges for atoms 1 to 4, given in e: number 1, C, carries -0.10; number 2, H, carries 0.21; number 3, C, carries -0.11; number 4, C, carries -0.09